The following is a quantum chemistry calculation of a cluster of 2 separate species, C5H13NSSi in total in a non-equilibrium geometry, from the OMol25 dataset.

Geometry as ORCA input:
```
! RIJCOSX wB97M-V def2-TZVPD def2/J DEFGRID3
* xyz 0 1
C -0.50 -1.72 -1.25
Si -0.48 0.23 -0.90
C -2.34 0.49 -0.35
C -0.09 1.38 -2.45
C 0.93 0.67 0.36
H -0.97 -2.30 -0.35
H -1.26 -1.83 -2.05
H 0.49 -2.18 -1.48
H -3.03 -0.25 -0.75
H -2.28 0.34 0.76
H -2.77 1.60 -0.49
H 1.03 1.75 -2.43
H -0.29 0.69 -3.41
H -0.82 2.19 -2.50
H 1.96 0.98 -0.03
H 1.23 0.09 1.31
H 0.51 1.63 0.95
N 1.75 -1.65 3.70
C 2.08 -0.53 3.84
S 2.72 0.84 4.33
H 2.14 -2.42 3.20
*
```

The value obtained for the HOMO energy is -0.353 Eh. The SMILES is C[Si](C)(C)C.N=C=S. The value obtained for the HOMO-LUMO gap is 10.2 eV. Its maximum force is 3.2 eV/A. For the LUMO energy, the calculation gives 0.60 eV. The energy relative to the best compared isomer or geometry (same formula, charge and spin) is 10.59 kcal per mole.